[1]
# CH3ClN2S

A cluster of 2 separate species, CH3ClN2S in total at a distorted geometry (wB97M-V/def2-TZVPD, OMol25).

The HOMO energy (alpha / beta) is -7.333 / -8.671 eV. The total energy comes out at -1007.64511 a.u. As for the relative energy (zero: lowest compared OMol25 entry of this formula, charge and spin): 27.84 kcal per mole. Its HOMO-LUMO gap (alpha / beta) is 0.295 / 0.277 Ha. Its charge is 0. Its spin multiplicity is 3.

XYZ file:
```
8
Properties=species:S:1:pos:R:3:nbo_charge:R:1
C -2.36 0.27 -0.10 0.233
N -1.95 1.40 -0.20 -0.655
N 0.65 -2.03 0.89 -0.934
S -0.30 -1.84 -0.50 0.158
Cl -3.65 -0.52 0.56 0.042
H -2.58 2.19 -0.39 0.369
H 0.08 -2.35 1.74 0.391
H 1.56 -1.58 1.09 0.396
```

=====

[2]
# C22H64O10

A cluster of 10 separate species, C22H64O10 in total at a distorted geometry (wB97M-V/def2-TZVPD, OMol25).

The HOMO energy is -9.695 eV. The total energy comes out at -1628.88774 a.u. As for the relative energy (zero: lowest compared OMol25 entry of this formula, charge and spin): 29.79 kcal per mole. Its HOMO-LUMO gap is 0.378 Ha. Its charge is 0. Its spin multiplicity is 1. The SMILES is CC(C)O.CC(C)O.CCO.CCO.CCO.CCO.CCO.CCO.CCO.CCO.

XYZ file:
```
96
Properties=species:S:1:pos:R:3:lowdin_charge:R:1
C -1.71 2.05 2.57 -0.056
C -2.50 1.50 3.76 -0.492
C -1.99 0.16 4.26 -0.042
O -2.39 2.48 4.78 -0.047
H -2.19 3.00 2.32 0.087
H -1.81 1.38 1.70 0.053
H -0.65 2.24 2.77 0.081
H -3.53 1.43 3.37 0.135
H -2.09 -0.68 3.58 0.073
H -2.56 -0.08 5.13 0.065
H -0.92 0.33 4.53 0.099
H -2.81 2.15 5.60 0.099
C 0.16 0.46 -0.83 -0.054
C 0.36 -0.21 0.50 -0.444
C -0.77 -1.19 0.80 -0.046
O 1.61 -1.02 0.47 -0.079
H 0.21 -0.40 -1.51 0.068
H 0.94 1.22 -0.97 0.083
H -0.83 0.84 -0.82 0.056
H 0.37 0.54 1.34 0.110
H -1.76 -0.66 0.76 0.086
H -0.58 -1.63 1.76 0.049
H -0.82 -1.96 0.01 0.081
H 1.63 -1.33 1.40 0.041
C -5.43 1.61 -1.26 -0.097
C -4.69 1.50 -0.01 -0.315
O -3.31 1.82 -0.37 -0.116
H -6.47 1.30 -1.17 0.083
H -4.91 0.97 -1.98 0.078
H -5.30 2.61 -1.66 0.080
H -4.69 0.49 0.40 0.111
H -5.02 2.17 0.80 0.118
H -2.87 2.13 0.44 0.024
C 1.28 -4.11 2.43 -0.087
C 2.01 -3.11 3.32 -0.267
O 1.35 -1.82 3.39 -0.112
H 1.93 -4.98 2.26 0.082
H 1.11 -3.72 1.41 0.061
H 0.34 -4.51 2.75 0.066
H 3.02 -2.97 2.85 0.125
H 2.12 -3.49 4.32 0.104
H 1.90 -1.23 3.91 0.069
C -0.09 4.08 -0.23 -0.073
C -0.42 5.15 -1.28 -0.308
O -0.23 6.41 -0.62 -0.090
H 1.00 4.07 -0.17 0.077
H -0.48 3.13 -0.54 0.036
H -0.49 4.37 0.73 0.065
H -1.46 5.02 -1.65 0.111
H 0.26 5.06 -2.15 0.114
H -0.36 7.11 -1.28 0.078
C 2.92 2.30 2.03 -0.082
C 2.52 1.22 2.99 -0.333
O 3.00 1.50 4.33 -0.076
H 2.52 3.26 2.36 0.079
H 2.57 2.07 1.01 0.069
H 4.01 2.39 1.94 0.087
H 3.03 0.29 2.64 0.121
H 1.47 1.06 3.03 0.071
H 2.73 2.42 4.42 0.076
C -1.61 0.75 -3.69 -0.074
C -1.50 2.25 -3.42 -0.309
O -0.20 2.79 -3.64 -0.074
H -2.60 0.33 -3.47 0.078
H -0.90 0.17 -3.11 0.024
H -1.35 0.52 -4.71 0.072
H -1.85 2.48 -2.40 0.081
H -2.18 2.74 -4.09 0.103
H 0.41 2.37 -3.01 0.061
C 2.16 -3.38 -2.63 -0.066
C 1.05 -2.63 -3.33 -0.293
O 1.43 -1.28 -3.61 -0.108
H 2.55 -2.78 -1.84 0.065
H 2.99 -3.63 -3.28 0.076
H 1.85 -4.30 -2.22 0.045
H 0.16 -2.59 -2.74 0.087
H 0.78 -3.14 -4.27 0.117
H 2.13 -1.27 -4.31 0.119
C -1.89 -6.67 -1.26 -0.101
C -0.98 -5.55 -1.00 -0.341
O 0.18 -5.87 -0.24 -0.097
H -2.83 -6.26 -1.56 0.072
H -2.07 -7.22 -0.36 0.070
H -1.58 -7.40 -2.05 0.093
H -1.45 -4.80 -0.33 0.117
H -0.68 -4.98 -1.93 0.117
H 0.77 -6.44 -0.77 0.086
C 4.89 1.61 -1.52 -0.084
C 3.86 0.62 -2.07 -0.323
O 2.81 1.25 -2.81 -0.093
H 4.49 2.29 -0.79 0.042
H 5.32 2.22 -2.37 0.093
H 5.69 1.00 -1.06 0.080
H 3.40 0.08 -1.20 0.109
H 4.41 -0.07 -2.69 0.096
H 2.09 0.62 -2.88 0.025
```

=====

[3]
# C20H30IO17V

A structure of composition C20H30IO17V at a distorted geometry (wB97M-V/def2-TZVPD, OMol25).

The HOMO energy is -8.119 eV. The total energy comes out at -3301.01327 a.u. As for the relative energy (zero: lowest compared OMol25 entry of this formula, charge and spin): 0.00 kcal per mole. Its HOMO-LUMO gap is 0.301 Ha. Its charge is 0. Its spin multiplicity is 1.

XYZ file:
```
69
Properties=species:S:1:pos:R:3:lowdin_charge:R:1
O -1.29 -1.04 1.99 -0.347
V -0.94 -1.09 0.46 0.570
O -2.13 -0.29 -0.26 -0.370
I -1.35 -3.86 -0.19 0.130
C -4.45 3.33 0.13 -0.017
C -3.95 3.40 -1.28 -0.323
C -3.68 2.06 -1.94 -0.087
O -4.26 2.21 -3.24 0.059
C -5.00 3.33 -3.30 -0.569
O -5.68 3.67 -4.21 0.165
O -4.90 4.04 -2.14 0.090
H -3.64 3.05 0.82 0.084
H -5.16 2.51 0.28 0.094
H -4.88 4.23 0.56 0.087
H -3.01 3.95 -1.31 0.138
H -4.13 1.19 -1.46 0.134
H -2.61 1.89 -2.04 0.105
C 2.15 4.93 -0.59 -0.012
C 1.30 4.13 0.39 -0.310
C -0.22 4.38 0.33 -0.087
O -0.76 3.09 0.54 0.090
C 0.21 2.17 0.39 -0.514
O 0.03 1.01 0.48 0.129
O 1.39 2.74 0.09 0.115
H 2.39 5.91 -0.19 0.089
H 1.70 5.04 -1.57 0.084
H 3.10 4.40 -0.65 0.091
H 1.63 4.31 1.41 0.156
H -0.47 4.80 -0.64 0.128
H -0.47 5.12 1.09 0.140
C -0.89 2.53 -4.57 -0.017
C -0.87 1.03 -4.59 -0.265
C 0.42 0.32 -5.08 -0.080
O 0.69 -0.64 -4.09 0.086
C 0.08 -0.30 -2.94 -0.548
O 0.27 -0.81 -1.89 0.117
O -0.86 0.62 -3.20 0.064
H -0.20 2.89 -3.80 0.090
H -1.87 2.90 -4.27 0.075
H -0.61 2.98 -5.52 0.095
H -1.75 0.61 -5.09 0.160
H 1.27 0.99 -5.23 0.134
H 0.27 -0.22 -6.02 0.135
C 5.50 -3.12 0.68 -0.015
C 4.08 -3.50 1.07 -0.301
C 3.66 -3.56 2.54 -0.055
O 2.42 -2.85 2.53 0.098
C 2.15 -2.37 1.33 -0.533
O 1.16 -1.72 1.10 0.037
O 3.12 -2.65 0.45 0.120
H 5.68 -2.07 0.88 0.091
H 5.67 -3.42 -0.35 0.085
H 6.18 -3.68 1.34 0.091
H 3.95 -4.50 0.63 0.154
H 4.43 -3.13 3.17 0.146
H 3.42 -4.59 2.77 0.114
C -0.83 -3.05 4.28 -0.029
C -0.37 -4.47 4.52 -0.281
C 0.10 -5.23 3.28 -0.096
O 1.50 -5.41 3.46 0.034
C 1.87 -5.01 4.70 -0.577
O 2.99 -5.07 5.11 0.146
O 0.83 -4.46 5.34 0.091
H -0.94 -2.52 5.23 0.092
H -1.77 -2.95 3.75 0.085
H -0.04 -2.44 3.84 0.076
H -1.10 -5.03 5.11 0.149
H 0.04 -4.60 2.40 0.046
H -0.54 -6.12 3.18 0.137
```

=====

[4]
# C43H39N5O6ReSe

A structure of composition C43H39N5O6ReSe (wB97M-V/def2-TZVPD, OMol25).

The HOMO energy (alpha / beta) is -13.191 / -13.194 eV. The total energy comes out at -4866.38411 a.u. Its HOMO-LUMO gap (alpha / beta) is 0.220 / 0.213 Ha. Its charge is +2. Its spin multiplicity is 4.

XYZ file:
```
95
Properties=species:S:1:pos:R:3:lowdin_charge:R:1
Re 0.24 -0.06 0.13 1.711
C 3.20 4.30 4.26 0.036
C 2.28 4.18 3.07 -0.541
C 1.82 5.52 2.53 0.035
O 2.93 3.44 2.02 0.000
C 2.17 2.31 1.67 -0.177
C 0.79 2.63 2.31 -0.162
O 1.16 3.38 3.44 -0.001
C -0.16 1.50 2.77 -0.315
O -0.55 0.86 1.52 -0.300
C -1.41 2.11 3.37 -0.158
C -1.37 2.55 4.69 -0.010
C -2.49 3.12 5.27 -0.049
C -3.66 3.25 4.55 -0.064
C -3.71 2.80 3.24 -0.064
C -2.59 2.23 2.65 -0.027
C 0.39 0.41 3.68 -0.155
C -0.43 -0.70 3.90 -0.036
C -0.03 -1.71 4.76 -0.070
C 1.19 -1.63 5.42 -0.070
C 2.00 -0.52 5.22 -0.051
C 1.60 0.49 4.36 -0.006
C 2.28 2.15 0.13 -0.310
O 1.86 0.78 -0.18 -0.271
C 3.71 2.14 -0.37 -0.154
C 3.95 2.32 -1.73 -0.026
C 5.24 2.21 -2.24 -0.059
C 6.30 1.92 -1.39 -0.062
C 6.06 1.73 -0.04 -0.050
C 4.78 1.84 0.47 -0.008
C 1.37 3.10 -0.62 -0.166
C 1.79 4.41 -0.81 -0.015
C 0.96 5.33 -1.44 -0.033
C -0.30 4.97 -1.88 -0.048
C -0.74 3.66 -1.69 -0.049
C 0.10 2.76 -1.07 -0.054
H 4.03 4.96 4.03 0.102
H 3.59 3.32 4.53 0.088
H 2.66 4.72 5.11 0.103
H 2.67 6.08 2.14 0.103
H 1.36 6.10 3.33 0.104
H 1.09 5.39 1.73 0.081
H 2.60 1.39 2.10 0.138
H 0.20 3.23 1.61 0.164
H -0.46 2.45 5.27 0.125
H -2.44 3.47 6.30 0.114
H -4.54 3.69 5.00 0.112
H -4.62 2.89 2.66 0.108
H -2.64 1.90 1.62 0.104
H -1.40 -0.75 3.43 0.128
H -0.69 -2.55 4.95 0.115
H 1.49 -2.40 6.11 0.114
H 2.94 -0.44 5.74 0.119
H 2.22 1.37 4.26 0.109
H 3.14 2.55 -2.40 0.122
H 5.41 2.36 -3.30 0.111
H 7.30 1.85 -1.78 0.113
H 6.88 1.52 0.63 0.113
H 4.63 1.71 1.53 0.117
H 2.77 4.71 -0.47 0.137
H 1.31 6.35 -1.58 0.122
H -0.94 5.69 -2.37 0.118
H -1.72 3.36 -2.02 0.113
H -0.33 1.75 -0.93 0.047
Se -3.15 -0.80 -2.95 1.265
N -2.13 -1.46 -4.22 -0.191
C -0.89 -1.52 -3.76 -0.364
C 0.26 -2.01 -4.44 0.063
C 1.45 -1.99 -3.77 0.000
C 1.52 -1.48 -2.45 -0.047
N 0.48 -1.02 -1.79 -0.062
C -0.73 -1.04 -2.43 -0.487
N -1.80 -0.61 -1.79 -0.264
H 0.17 -2.38 -5.46 0.141
H 2.36 -2.35 -4.23 0.126
H 2.48 -1.44 -1.94 0.135
O 6.73 -4.17 3.36 -0.003
C 5.77 -3.68 4.24 -0.230
N 4.42 -3.72 3.67 0.115
C 3.89 -2.66 3.04 -0.442
O 4.44 -1.57 2.94 0.078
C 2.51 -2.83 2.43 -0.065
C 1.65 -3.90 2.61 0.044
C 0.40 -3.88 2.01 -0.002
C 0.03 -2.79 1.27 -0.085
N 0.87 -1.75 1.09 -0.099
C 2.08 -1.76 1.66 -0.020
H 7.01 -3.46 2.76 0.100
H 5.95 -2.65 4.54 0.133
H 5.77 -4.32 5.12 0.137
H 4.02 -4.63 3.53 0.137
H 1.93 -4.75 3.22 0.133
H -0.30 -4.70 2.14 0.132
H -0.94 -2.71 0.80 0.129
H 2.73 -0.91 1.52 0.124
```